Below is a cluster of 2 separate species, C2H4BrN in total at a distorted geometry, with properties calculated with ωB97M-V/def2-TZVPD.

Values from the calculation:
- ΔE to the lowest compared entry with this formula, charge and spin: 7.2 kcal/mol
- E_HOMO: -9.93 eV
- HOMO-LUMO gap: 0.383 Eh
- Strongest force on any atom: 7.075 eV/A
- Structure (SMILES): CC#N.Br

Each line ends with the Mulliken charge.
Geometry (Å):
Br (-2.8427, -1.5197, 1.9258)  -0.344
N (0.0447, -0.9490, 0.7039)  -0.277
C (0.5052, -0.2598, -0.0190)  0.224
C (0.8904, 0.8739, -0.8920)  -0.731
H (-1.4430, -1.4098, 1.3905)  0.327
H (1.8854, 1.2263, -0.7456)  0.295
H (0.7938, 0.4836, -1.8693)  0.265
H (0.1662, 1.5544, -0.4942)  0.241

Below is a cluster of 9 separate species, C41H60N8O5S in total, with properties calculated with ωB97M-V/def2-TZVPD.

Values from the calculation:
- E_HOMO: -7.87 eV
- HOMO-LUMO gap: 0.292 Eh
- Strongest force on any atom: 0.588 eV/A

Each line ends with the Mulliken charge.
Geometry (Å):
S (-3.2811, -6.4386, 0.8886)  0.559
O (-1.7420, -6.0980, 0.6057)  -0.192
O (-3.2596, -3.9726, 1.4571)  -0.203
O (-0.5468, -2.8510, 3.6296)  -0.358
O (-3.5608, -5.2656, 2.0235)  -0.271
O (-3.2742, -7.5771, 1.7785)  -0.659
N (-3.6062, -0.1649, 4.6006)  0.029
N (-0.9998, 3.3314, -5.5874)  0.047
N (5.6350, 9.3678, -2.9918)  0.031
N (-5.2165, -9.6024, 2.9366)  0.137
N (2.8481, 4.2048, -2.7786)  0.271
N (4.5963, -2.0203, -2.7627)  0.053
N (0.3108, 2.1061, -2.1245)  0.286
N (1.4154, 2.4648, 3.5524)  0.140
C (-3.5780, 1.9453, 3.9414)  -0.903
C (3.3146, 6.2277, -3.5370)  -0.416
C (-2.6272, -3.2422, 2.4990)  -0.379
C (6.3003, 11.0234, -1.6868)  -0.521
C (0.6046, 0.2991, -0.8895)  -0.011
C (-1.3492, -3.4208, -1.3525)  0.107
C (-1.4447, 4.0161, -6.6869)  -0.495
C (4.3187, 0.1711, -2.8489)  0.345
C (1.6430, 3.2644, 5.6007)  -0.463
C (-5.6540, -9.3158, 4.1974)  -0.219
C (0.8695, 2.0726, 5.6592)  -0.881
C (-2.0975, -4.7418, -1.4850)  -0.227
C (4.1594, 5.9494, -2.4266)  -0.064
C (-2.4569, -0.0073, 3.8731)  -0.200
C (0.1305, 2.4990, -0.8246)  -1.461
C (-6.5803, -10.2628, 4.5502)  -0.637
C (-1.9935, 3.2845, -4.6406)  -0.339
C (5.2021, 10.4349, -2.2538)  -0.341
C (7.4403, 10.2807, -2.1004)  -0.413
C (-2.7346, 4.4014, -6.4456)  -0.437
C (-1.2571, -3.7950, 2.8441)  -0.358
C (0.7468, 1.6030, 4.3793)  -0.321
C (5.5726, -0.1531, -3.4357)  -0.964
C (-3.0844, 3.9331, -5.1497)  -0.609
C (0.5963, 0.7658, -2.1745)  -0.961
C (-6.7062, -11.1570, 3.4528)  -0.408
C (-2.0710, -2.2639, -2.0668)  -0.598
C (-2.9965, -1.4819, -1.1256)  -0.733
C (-2.4108, 1.2958, 3.4526)  -0.028
C (6.9965, 9.2663, -2.9053)  -0.468
C (0.3034, 1.3956, -0.0353)  -0.031
C (2.5174, 5.1317, -3.7293)  -0.641
C (-4.2954, 1.0168, 4.6453)  -0.569
C (0.7683, -3.2932, 3.9506)  -0.497
C (3.8457, 4.6937, -1.9816)  -0.830
C (5.7139, -1.5126, -3.3676)  -0.368
C (3.7402, -1.0021, -2.4447)  -0.869
C (1.8186, -2.3552, 3.3555)  -0.794
C (1.9624, 3.4805, 4.2872)  -0.653
C (-1.4150, -5.9113, -0.7959)  -0.960
C (-5.8513, -10.7200, 2.4746)  -0.539
H (-1.2740, -3.1688, -0.2890)  -0.406
H (-5.6418, -11.1113, 1.4939)  0.358
H (1.3777, -1.8042, 2.5267)  0.080
H (-3.4486, -2.1638, -0.3992)  0.034
H (4.1563, 10.6812, -2.1929)  0.367
H (2.2092, -1.6553, 4.0905)  0.265
H (6.5116, -2.1574, -3.6932)  0.387
H (0.2377, 2.7131, -2.9199)  0.110
H (1.9286, 3.8915, 6.4281)  0.407
H (0.8549, -3.3381, 5.0369)  0.387
H (-1.7736, -0.8277, 3.7194)  0.227
H (-0.0889, 2.9207, -5.5053)  0.190
H (-1.3645, -4.7394, 3.3852)  0.446
H (-7.1077, -10.3095, 5.4881)  0.372
H (-2.4309, -0.7392, -0.5624)  0.110
H (-2.1732, -4.9979, -2.5467)  0.472
H (-5.2696, -8.4670, 4.7360)  0.376
H (-0.7158, -3.9956, 1.9081)  0.341
H (-1.5917, -6.8487, -1.3242)  0.278
H (3.8942, 1.1544, -2.7329)  0.466
H (-0.3263, -3.5307, -1.7198)  0.512
H (6.2878, 0.5338, -3.8553)  0.398
H (-4.5323, -9.0664, 2.4291)  0.318
H (2.4212, 3.3024, -2.6771)  0.123
H (-5.2286, 1.0970, 5.1753)  0.407
H (-2.5752, -2.2223, 2.1212)  0.134
H (4.9089, 6.5970, -2.0018)  0.465
H (-3.8972, -1.0169, 5.0415)  0.215
H (6.2891, 11.8887, -1.0461)  0.384
H (-0.8113, 4.1616, -7.5445)  0.392
H (4.4306, -2.9920, -2.5814)  0.178
H (4.2455, 4.1095, -1.1709)  0.396
H (5.0439, 8.7516, -3.5177)  0.214
H (1.7458, 4.9406, -4.4564)  0.331
H (-1.3369, -1.5914, -2.5102)  0.146
H (2.6595, -2.9267, 2.9589)  0.349
H (0.4499, 1.6153, 6.5392)  0.421
H (3.2877, 7.1277, -4.1292)  0.339
H (0.2181, 1.3686, 1.0382)  0.459
H (-4.0290, 4.0599, -4.6490)  0.412
H (-3.2851, -3.2457, 3.3730)  0.339
H (-3.3617, 4.9540, -7.1242)  0.397
H (-7.3484, -12.0193, 3.3897)  0.385
H (-2.6646, -2.6741, -2.8882)  0.455
H (0.7704, 0.2674, -3.1132)  0.594
H (2.5292, 4.2648, 3.8163)  0.431
H (-0.1051, 3.5201, -0.5785)  0.439
H (1.4925, 2.3685, 2.5569)  0.215
H (-1.6259, 1.7369, 2.8607)  0.488
H (-3.8559, 2.9754, 3.7950)  0.415
H (2.8014, -1.1940, -1.9566)  0.344
H (8.4670, 10.4702, -1.8365)  0.400
H (0.9238, -4.3096, 3.5786)  0.408
H (7.5292, 8.4846, -3.4186)  0.355
H (0.7979, -0.7170, -0.5884)  0.569
H (-3.1216, -4.6084, -1.1316)  0.224
H (-0.3374, -5.7502, -0.7797)  0.381
H (-3.8047, -0.9853, -1.6601)  0.438
H (0.2421, 0.7350, 3.9902)  0.689
H (-1.8561, 2.7812, -3.6995)  0.458